No. 1
DFT (wB97M-V/def2-TZVPD) results for one molecule with the formula C4H10N2O2 in a non-equilibrium geometry.

Energy   -11379.5239 eV
F_max   0.126 hartree/bohr
Molar mass   118.1 g mol⁻¹
LUMO energy   0.37 eV
Gap between HOMO and LUMO   9.2202 eV
SMILES   CC(C)N(O)/C=N\O

The geometry in XYZ format:
```
18
Properties=species:S:1:pos:R:3:lowdin_charge:R:1
C 1.40 1.46 -0.68 -0.028
C 0.79 0.16 0.03 -0.375
C 0.23 0.47 1.48 -0.073
N -0.22 -0.65 -0.67 -0.141
O -1.11 0.43 -0.97 -0.095
C -0.58 -1.77 -0.07 -0.251
N -1.61 -2.45 -0.40 0.010
O -2.32 -1.90 -1.39 -0.033
H 2.04 1.64 0.32 0.114
H 1.99 1.25 -1.62 0.088
H 0.90 2.32 -1.01 0.036
H 1.62 -0.52 0.12 0.124
H 1.01 1.05 2.09 0.089
H -0.73 1.08 1.50 0.076
H -0.02 -0.46 2.18 0.107
H -1.40 1.02 -0.12 0.173
H -0.08 -2.05 0.86 0.127
H -1.88 -1.08 -1.66 0.054
```

=====

No. 2
DFT (wB97M-V/def2-TZVPD) results for one molecule with the formula C3H4N2O.

Energy   -8200.1127 eV
F_max   0.010 hartree/bohr
Molar mass   84.1 g mol⁻¹
LUMO energy   0.83 eV
Gap between HOMO and LUMO   8.9830 eV
SMILES   NC1=CN1C=O

The geometry in XYZ format:
```
10
Properties=species:S:1:pos:R:3:lowdin_charge:R:1
N -0.26 1.16 -1.26 0.167
C -0.24 -0.05 -0.69 -0.363
C -0.15 -1.34 -0.57 0.066
N -0.57 -0.50 0.64 0.009
C 0.35 -0.15 1.62 -0.334
O 0.99 0.89 1.59 0.031
H 0.10 1.92 -0.69 0.107
H -0.20 1.25 -2.26 0.108
H -0.38 -2.35 -0.87 0.084
H 0.36 -0.83 2.49 0.125
```

=====

Among the records above, which one has the highest F_max? C4H10N2O2

=====

Look up the F_max of the second one. 0.010 hartree/bohr

=====

Which value of F_max does entry 1 give? 0.126 hartree/bohr